Below is a molecular structure, C41H45IrNP2 in a non-equilibrium geometry, with properties calculated with the ωB97M-V functional and the def2-TZVPD basis.

Structure (XYZ):
```
90
C41H45IrNP2 the ωB97M-V functional and the def2-TZVPD basis
Ir 0.05481 0.23796 3.86248
C -1.89270 0.01611 4.98019
C -2.00416 -0.35200 3.60841
C -2.70252 0.58293 2.63601
C -1.83616 1.72401 2.08309
C -0.48612 1.85621 2.75128
C -0.38253 2.24896 4.14308
C -1.63650 2.57630 4.91962
C -2.34732 1.34703 5.51198
C 2.00110 0.73050 3.82862
H -1.83706 -0.78062 5.73497
H -2.11899 -1.42199 3.37572
H -3.63669 0.95167 3.08828
H -3.03206 -0.02419 1.78678
H -1.64209 1.53292 1.01810
H -2.40395 2.65947 2.15503
H 0.33553 2.14200 2.09542
H 0.52658 2.71834 4.54015
H -2.32309 3.13946 4.27171
H -1.33891 3.23270 5.75417
H -2.21347 1.32556 6.60483
H -3.43302 1.48623 5.37929
H 2.41927 0.74287 4.84655
H 2.19382 1.71718 3.39075
H 2.52647 -0.04456 3.25442
P -0.32683 -1.29730 -3.31322
P 1.36733 0.75851 -3.70792
C -1.19573 0.15661 -3.95123
C -0.32113 1.14642 -4.26484
C -0.80274 -2.57462 -4.53446
C -1.94432 -2.44854 -5.33493
C -2.25943 -3.44128 -6.26364
C -1.43097 -4.55531 -6.39963
C -0.26675 -4.66906 -5.63074
C 0.05102 -3.68205 -4.70492
C -1.23442 -1.68370 -1.77766
C -0.85413 -0.92031 -0.65979
C -1.39729 -1.23455 0.57814
C -2.45044 -2.15050 0.69699
C -2.84253 -2.88308 -0.42888
C -2.19747 -2.69944 -1.65721
C 2.30493 1.20901 -5.26264
C 2.18096 0.40109 -6.41227
C 2.73022 0.82268 -7.62664
C 3.41287 2.04493 -7.70081
C 3.58842 2.82004 -6.55441
C 3.04738 2.39446 -5.33888
C 1.63635 2.18738 -2.60729
C 2.86959 2.25906 -1.92987
C 3.20165 3.41828 -1.23066
C 2.30563 4.49546 -1.17350
C 1.04711 4.37654 -1.76943
C 0.69581 3.21626 -2.45969
H -2.27347 0.14279 -4.10892
H -0.53803 2.08831 -4.77571
H -2.58329 -1.57212 -5.25331
H -3.15263 -3.31820 -6.87618
H -1.69318 -5.32965 -7.11800
H 0.38796 -5.52717 -5.76515
H 0.95977 -3.75337 -4.11192
H -0.12255 -0.10955 -0.76142
H -0.99127 -0.74340 1.46198
H -2.96323 -2.28448 1.65499
H -3.63815 -3.61998 -0.33121
H -2.44176 -3.34323 -2.51007
H 1.62425 -0.53825 -6.35377
H 2.61522 0.21128 -8.52261
H 3.80136 2.39562 -8.65725
H 4.13075 3.76647 -6.60195
H 3.17245 3.01406 -4.45003
H 3.56261 1.41423 -1.97373
H 4.16641 3.49335 -0.73536
H 2.57466 5.42068 -0.65842
H 0.31694 5.18346 -1.71629
H -0.29823 3.12908 -2.89908
C 0.64078 -3.04277 3.50188
C 0.62285 -2.55000 4.88514
C 0.73977 -3.28257 6.09475
C 0.71692 -2.34873 7.14809
C 0.59612 -1.06035 6.57615
C 0.56956 0.23782 7.27044
N 0.53325 -1.22728 5.20756
H 1.67997 -3.25522 3.20111
H 0.21461 -2.30821 2.80106
H 0.06645 -3.97584 3.44558
H 0.82081 -4.36177 6.11422
H 0.76367 -2.49952 8.21725
H 1.51437 0.42189 7.79511
H 0.41307 1.06012 6.56201
H -0.21415 0.26047 8.04224
```

Calculated values
Charge ... +2
HOMO-LUMO gap (spin up / spin down) ... 6.40 / 5.76 eV
Energy above the lowest of the compared OMol25 structures with the same formula, charge and spin ... 0.0 kcal per mole
2S+1 ... 6

Below is C4H4N2O2 in the gas phase in a non-equilibrium geometry, with properties calculated with the ωB97M-V functional and the def2-TZVPD basis.

Structure (XYZ):
```
12
C4H4N2O2 the ωB97M-V functional and the def2-TZVPD basis
C 0.36234 -0.08532 -0.50086
C 0.29122 0.16783 0.85247
C -0.94921 0.29322 1.57959
C -0.43716 -0.88240 -1.36562
H 1.67594 -0.14646 -2.05716
H 2.20955 1.26796 -0.87218
H 1.04536 0.86103 1.16441
H -1.59199 -0.91229 0.37450
N 1.60259 0.33813 -1.05283
N -1.26069 -1.47472 -1.86028
O -1.97109 -0.47189 1.25724
O -0.97685 1.04491 2.48072
```

Calculated values
Charge ... 0
HOMO-LUMO gap ... 8.83 eV
Energy above the lowest of the compared OMol25 structures with the same formula, charge and spin ... 67.3 kcal per mole
SMILES ... N#C/C(N)=C\C(=O)O

Below is a molecular structure, C7H14N2 in a non-equilibrium geometry, with properties calculated with the ωB97M-V functional and the def2-TZVPD basis.

Structure (XYZ):
```
23
C7H14N2 the ωB97M-V functional and the def2-TZVPD basis
C -0.10576 -0.82429 -0.59451
C -0.77101 -0.12252 1.66963
C 1.21014 -1.48053 -0.25992
C 1.46925 1.94472 0.64905
N -0.70478 0.09634 0.23030
C 0.29930 1.56238 -0.19788
C -1.51043 -2.14941 -0.49808
C -0.14847 2.27009 -1.22938
N -2.44970 -2.24299 -1.33975
H -0.17984 -0.57533 -1.65490
H -2.45762 -1.46862 -2.01372
H -1.43239 -2.88924 0.31562
H 0.15175 -0.51566 2.10450
H -1.59842 -0.79964 1.89523
H -1.01003 0.82868 2.15250
H 1.27217 -2.44777 -0.76875
H 1.34645 -1.66828 0.80554
H 2.03857 -0.86870 -0.62627
H 2.30189 1.24878 0.50644
H 1.83459 2.95527 0.41868
H 1.21172 1.93877 1.71250
H -0.99647 1.93997 -1.82214
H 0.22910 3.26796 -1.45469
```

Calculated values
Charge ... 0
HOMO-LUMO gap ... 8.85 eV
Energy above the lowest of the compared OMol25 structures with the same formula, charge and spin ... 99.6 kcal per mole

Below is C5H7NO in the gas phase, with properties calculated with the ωB97M-V functional and the def2-TZVPD basis.

Structure (XYZ):
```
14
C5H7NO the ωB97M-V functional and the def2-TZVPD basis
O 0.58129 2.63383 -1.76206
C -0.25688 2.02156 -1.20837
C 1.42460 -0.49753 1.02234
C 0.59740 -1.22300 0.00149
C -0.62613 -0.89911 -0.41821
C -1.43181 0.27647 0.07900
N -1.20097 1.49351 -0.67715
H 1.66127 -1.15090 1.87040
H 2.37960 -0.18768 0.58203
H 1.06974 -2.09739 -0.44638
H -1.09165 -1.50077 -1.19670
H -1.22127 0.48166 1.13422
H -2.49990 0.05442 0.00878
H 0.93269 0.39964 1.40914
```

Calculated values
Charge ... 0
HOMO-LUMO gap ... 10.66 eV
Energy above the lowest of the compared OMol25 structures with the same formula, charge and spin ... 18.2 kcal per mole
SMILES ... C/C=C\CN=C=O

Below is C4H11NO in the gas phase in a non-equilibrium geometry, with properties calculated with the ωB97M-V functional and the def2-TZVPD basis.

Structure (XYZ):
```
17
C4H11NO the ωB97M-V functional and the def2-TZVPD basis
C -1.20936 0.19010 -0.98527
C 0.31513 0.15465 -0.67091
C 0.63872 -0.09157 0.79993
C 0.03285 0.91129 1.77012
O 0.14060 -1.39600 1.19690
N 1.00215 -0.83298 -1.50333
H -1.72509 -0.69069 -0.59876
H -1.70485 1.05043 -0.53259
H -1.34718 0.26751 -2.06336
H 0.58158 1.19874 -0.85965
H 1.72548 -0.11162 0.94724
H 0.63192 1.80994 1.89829
H -0.95026 1.19323 1.38925
H -0.09896 0.45817 2.74712
H 0.52964 -2.00510 0.57448
H 0.44073 -1.66964 -1.67259
H 0.99692 -0.43647 -2.43687
```

Calculated values
Charge ... 0
HOMO-LUMO gap ... 10.67 eV
Energy above the lowest of the compared OMol25 structures with the same formula, charge and spin ... 18.8 kcal per mole
SMILES ... C[C@H](N)[C@@H](C)O

Below is a molecular structure, C28H32N3O2PtS2Se2, with properties calculated with the ωB97M-V functional and the def2-TZVPD basis.

Structure (XYZ):
```
70
C28H32N3O2PtS2Se2 the ωB97M-V functional and the def2-TZVPD basis
Pt 0.45640 -1.58360 -0.50000
C 3.92443 -2.97969 -0.67071
Se 2.84698 -1.56245 -1.45102
C 2.35445 -2.44604 -3.11778
C 1.71298 -3.80370 -2.92131
Se 0.15163 -3.77476 -1.74631
C -1.16856 -3.15752 -3.03348
H 4.65389 -3.33144 -1.39727
H 3.30237 -3.79869 -0.32005
H 4.44445 -2.53219 0.17303
H 3.25487 -2.52745 -3.72689
H 1.67547 -1.74077 -3.59834
H 2.40683 -4.51191 -2.47055
H 1.38162 -4.22716 -3.86958
H -1.21042 -3.86029 -3.86199
H -0.91508 -2.15694 -3.37273
H -2.12221 -3.13608 -2.51087
C -4.04868 3.28883 4.70869
C -3.78756 2.41482 3.51502
C -4.68302 1.42037 3.14153
C -4.43455 0.60510 2.04510
C -3.27524 0.78858 1.31178
C -2.37036 1.78498 1.66015
C -2.62832 2.58703 2.75441
S -2.94108 -0.24858 -0.07929
O -4.07969 -1.10887 -0.25533
O -2.52490 0.59450 -1.17608
N -1.62769 -1.09493 0.31122
C -1.60451 -2.09102 1.24214
C -2.60723 -2.55993 2.10096
C -2.31010 -3.62461 2.92296
C -1.04992 -4.22487 2.89284
C -0.11647 -3.71850 2.01935
N -0.38547 -2.67251 1.23278
H -5.06515 3.16271 5.07712
H -3.90264 4.34098 4.46303
H -3.36353 3.04476 5.52265
H -5.59528 1.28326 3.70874
H -5.14375 -0.15431 1.74408
H -1.48244 1.93970 1.06016
H -1.92761 3.36930 3.02199
H -3.58873 -2.11230 2.08571
H -3.07080 -4.00730 3.59117
H -0.80959 -5.06656 3.52479
H 0.87860 -4.13711 1.93511
N 0.36880 0.21057 -1.81379
S 0.46024 1.65139 -1.03448
C 1.81325 1.42257 0.10007
C 3.12120 1.79135 -0.16629
C 4.10004 1.52307 0.78147
C 3.76763 0.89392 1.97281
C 2.44847 0.54473 2.23823
C 1.46200 0.82183 1.30630
C 1.10755 2.81290 -2.21383
C 0.74576 4.14147 -2.04594
C 1.21367 5.08366 -2.95077
C 2.01590 4.68561 -4.01017
C 2.35207 3.34685 -4.17790
C 1.89475 2.39852 -3.27826
H -0.62133 0.20194 -2.08213
H 3.37926 2.27847 -1.09591
H 5.12473 1.80908 0.58592
H 4.53605 0.69217 2.70745
H 2.18503 0.07683 3.17732
H 0.42460 0.57351 1.51029
H 0.10050 4.43263 -1.22614
H 0.93900 6.12308 -2.83511
H 2.37165 5.42043 -4.71993
H 2.96549 3.04408 -5.01588
H 2.11931 1.34647 -3.40031
```

Calculated values
Charge ... +1
HOMO-LUMO gap (spin up / spin down) ... 7.68 / 6.82 eV
Energy above the lowest of the compared OMol25 structures with the same formula, charge and spin ... 10.4 kcal per mole
2S+1 ... 3